{
  "formula": "C7H32O9",
  "method": "ωB97M-V/def2-TZVPD",
  "gap_ev": 9.468,
  "largest_force_ev_per_a": 2.910,
  "multiplicity": 1,
  "total_charge": 0,
  "energy_ev": -26203.71192,
  "elements": ["C", "C", "C", "C", "C", "C", "C", "H", "H", "H", "H", "H", "H", "H", "H", "H", "H", "H", "H", "H", "H", "H", "H", "O", "H", "H", "O", "H", "H", "O", "H", "H", "O", "H", "H", "O", "H", "H", "O", "H", "H", "O", "H", "H", "O", "H", "H", "O"],
  "coordinates": [[1.493, -2.474, -0.562], [0.464, -1.459, -1.137], [-0.358, -0.866, -0.007], [0.475, 0.094, 0.795], [-0.963, 3.626, 1.814], [0.041, 2.518, 1.672], [-0.340, 1.300, 1.311], [2.242, -2.671, -1.343], [1.971, -1.972, 0.225], [1.179, -3.465, -0.354], [0.986, -0.686, -1.696], [-0.208, -1.995, -1.835], [-0.667, -1.622, 0.721], [-1.289, -0.444, -0.574], [1.033, -0.372, 1.627], [1.378, 0.409, 0.201], [-1.882, 3.530, 1.177], [-0.605, 4.589, 1.461], [-1.215, 3.776, 2.872], [0.998, 2.807, 2.072], [-1.385, 1.148, 1.117], [1.903, 1.430, -2.383], [2.383, 2.821, -2.090], [2.661, 2.002, -2.555], [3.186, -1.284, 2.291], [2.896, -0.093, 3.136], [3.089, -1.036, 3.217], [-3.284, -0.405, 0.225], [-4.231, 0.100, 1.136], [-4.196, -0.661, 0.537], [-1.894, -0.886, -3.478], [-1.267, 0.472, -3.243], [-1.802, -0.200, -2.802], [-3.947, -2.305, 1.373], [-2.638, -2.870, 2.095], [-3.088, -2.751, 1.255], [-1.084, 3.824, -2.788], [0.266, 3.430, -3.438], [-0.409, 3.139, -2.817], [0.997, 2.310, 4.047], [0.341, 0.982, 4.324], [1.188, 1.437, 4.401], [-1.668, -3.516, -0.026], [-1.052, -3.896, -1.475], [-1.113, -4.111, -0.544], [2.893, -1.125, -4.050], [3.616, -1.589, -2.815], [2.905, -0.988, -3.090]],
  "forces_ev_per_a": [[0.440, 0.852, -2.747], [-0.225, -2.171, 0.396], [-1.326, 0.028, -1.113], [1.453, 1.822, 0.899], [-0.986, 0.477, -0.313], [-1.064, 0.280, 0.467], [1.178, -0.703, -1.259], [0.120, 0.342, 0.176], [0.903, 0.175, 1.413], [-1.004, -0.448, 0.830], [-0.056, 0.038, 0.024], [0.397, 0.441, 0.204], [-0.421, -0.244, -0.535], [1.535, -0.172, 1.570], [-0.771, -0.306, 0.002], [-1.022, 0.379, 0.126], [0.606, -0.544, 0.864], [0.608, 0.098, 0.078], [-0.284, 0.033, -0.208], [0.728, -0.323, -0.635], [-0.573, 0.201, -0.122], [0.215, -0.279, -0.100], [0.428, -0.652, -0.405], [-0.671, 1.002, 0.553], [0.096, -0.319, 0.067], [-0.114, 0.064, 0.471], [-0.031, 0.266, -0.461], [-0.981, -1.315, -0.288], [-1.023, -0.141, 0.299], [1.435, 2.178, -0.225], [-0.077, 0.108, 0.254], [-0.027, 0.171, 0.200], [-0.067, -0.074, -0.573], [0.790, -0.056, 0.041], [-0.360, 0.034, 0.206], [0.278, -0.761, -0.035], [0.121, 0.002, -0.097], [-0.081, 0.101, -0.045], [0.021, -0.234, 0.093], [0.043, 0.012, 0.044], [0.092, -0.104, -0.034], [0.016, -0.023, 0.099], [-0.365, 0.261, -0.633], [-0.441, 0.486, 0.216], [0.378, -1.024, 0.427], [-0.111, 0.237, 0.290], [-0.258, 0.301, 0.145], [0.462, -0.499, -0.622]]
}